48
Properties=species:S:1:pos:R:3 method="wB97M-V/def2-TZVPD" e_above_lowest_kcal_mol=2.4 total_charge=0 smiles="C/C(Cl)=C/Cn1c(SCCN2CCOCC2)nc2c1c(=O)[nH]c(=O)n2C" lumo_ev=0.41 homo_lumo_gap_ev=8.721
C -4.318 -1.408 2.101
C -3.807 -1.395 0.701
C -2.699 -1.991 0.285
C -2.177 -2.010 -1.121
N -0.818 -1.528 -1.174
C -0.372 -0.333 -1.627
N 0.939 -0.209 -1.550
C 1.372 -1.358 -0.995
C 0.299 -2.209 -0.748
C 0.483 -3.499 -0.149
O -0.357 -4.325 0.141
N 1.837 -3.715 0.093
C 2.934 -2.889 -0.117
O 4.048 -3.243 0.187
N 2.657 -1.665 -0.681
C 3.708 -0.693 -0.901
H 3.500 0.213 -0.328
H 4.645 -1.139 -0.577
H 3.755 -0.441 -1.960
H 2.071 -4.609 0.511
S -1.439 0.922 -2.211
C -1.988 1.611 -0.592
H -3.048 1.822 -0.727
H -1.878 0.822 0.149
C -1.284 2.906 -0.156
N 0.098 2.860 0.245
C 1.083 2.875 -0.827
H 0.828 3.672 -1.527
C 2.453 3.155 -0.209
H 3.234 3.116 -0.969
O 2.787 2.176 0.753
C 1.828 2.155 1.782
H 2.143 1.380 2.483
C 0.432 1.854 1.232
H -0.299 1.894 2.044
H 0.443 0.836 0.809
H 1.811 3.128 2.294
H 2.449 4.147 0.266
H 1.135 1.918 -1.363
H -1.856 3.277 0.706
H -1.370 3.640 -0.960
H -2.178 -3.044 -1.483
H -2.784 -1.384 -1.779
H -2.106 -2.547 0.996
Cl -4.829 -0.520 -0.402
H -5.300 -1.879 2.135
H -3.639 -1.957 2.747
H -4.426 -0.390 2.472



59
Properties=species:S:1:pos:R:3 method="wB97M-V/def2-TZVPD" total_charge=+1 lumo_ev="-4.36 / -8.97" homo_lumo_gap_ev="7.587 / 2.978" s_squared=0.7563 spin_multiplicity=2
O -15.427 -12.901 -8.214
C -14.613 -12.154 -8.608
O -14.967 -10.895 -9.113
C -13.799 -10.256 -9.632
C -12.584 -11.010 -8.937
C -13.096 -12.405 -8.770
H -13.833 -9.222 -9.290
H -13.564 -10.208 -10.696
H -12.436 -10.609 -7.934
H -11.679 -10.941 -9.540
H -13.051 -12.915 -7.808
H -12.892 -13.097 -9.587
O -14.425 -15.491 -3.311
C -13.837 -14.638 -4.023
O -14.009 -13.317 -3.831
C -12.986 -12.545 -4.553
C -11.942 -13.593 -4.899
C -12.726 -14.956 -4.991
H -12.631 -11.731 -3.921
H -13.443 -12.051 -5.410
H -11.181 -13.520 -4.122
H -11.360 -13.507 -5.816
H -12.237 -15.906 -4.778
H -13.226 -15.144 -5.941
C -8.161 -11.982 -11.719
Cl -9.258 -11.303 -10.619
Cl -6.706 -12.569 -10.861
H -8.519 -12.732 -12.423
H -7.796 -11.139 -12.306
C -14.671 -4.628 -9.212
Cl -14.424 -6.386 -8.862
Cl -16.344 -4.424 -9.793
H -14.644 -3.967 -8.346
H -14.083 -4.279 -10.061
C -16.101 -16.573 -6.999
Cl -17.168 -16.694 -5.514
Cl -14.591 -17.529 -6.559
H -16.579 -16.901 -7.922
H -15.850 -15.517 -7.100
C -8.921 -8.911 -8.328
Cl -10.136 -9.673 -7.251
Cl -8.152 -7.748 -7.273
H -8.278 -9.744 -8.611
H -9.374 -8.301 -9.109
C -17.635 -10.523 -6.978
Cl -18.245 -11.269 -5.494
Cl -17.045 -8.848 -6.660
H -16.843 -11.173 -7.351
H -18.357 -10.492 -7.794
C -15.482 -14.808 -12.831
Br -15.749 -16.415 -14.028
Br -13.890 -14.930 -11.644
Br -17.061 -14.692 -11.580
H -15.448 -13.860 -13.367
C -14.473 -7.394 -13.949
Br -14.818 -8.308 -12.339
Br -13.768 -5.593 -13.617
Br -16.045 -7.556 -15.131
H -13.632 -7.868 -14.454



16
Properties=species:S:1:pos:R:3 method="wB97M-V/def2-TZVPD" e_above_lowest_kcal_mol=10.7 total_charge=0 smiles="CC1=CCCC1" lumo_ev=1.15 homo_lumo_gap_ev=9.882
C 1.607 -1.543 0.165
C 0.584 -0.445 0.060
C 0.411 0.477 0.976
C -0.764 1.399 0.737
C -1.337 0.854 -0.570
C -0.395 -0.297 -1.068
H 2.561 -1.097 0.340
H 1.352 -2.202 1.002
H 1.682 -2.119 -0.770
H 0.891 0.488 2.005
H -0.481 2.496 0.725
H -1.492 1.362 1.585
H -1.463 1.572 -1.397
H -2.346 0.348 -0.553
H -0.961 -1.220 -1.205
H 0.150 -0.071 -2.032



23
Properties=species:S:1:pos:R:3 method="wB97M-V/def2-TZVPD" e_above_lowest_kcal_mol=134.0 total_charge=+1 lumo_ev=-7.57 homo_lumo_gap_ev=5.513
C -3.138 0.289 0.102
C -1.997 -0.248 -0.762
C -0.753 -0.430 0.010
C 0.264 0.535 0.000
N 1.333 0.509 0.727
C 2.497 1.237 0.241
C 3.643 0.274 -0.101
N -2.763 1.536 0.788
H -4.101 0.493 -0.343
H -3.261 -0.353 0.975
H -1.746 0.437 -1.581
H -2.337 -1.099 -1.409
H -0.702 -1.177 0.798
H 0.054 1.428 -0.605
H 0.838 -5.460 -0.008
H 2.224 1.823 -0.631
H 2.742 1.989 0.980
H 4.214 0.073 0.804
H 4.218 0.641 -0.950
H 3.283 -0.722 -0.391
H 0.366 -5.640 -0.557
H -2.771 2.451 0.376
H -2.106 1.413 1.538



49
Properties=species:S:1:pos:R:3 method="wB97M-V/def2-TZVPD" e_above_lowest_kcal_mol=248.0 total_charge=-1 lumo_ev=0.56 homo_lumo_gap_ev=2.988
O 0.740 1.143 -0.115
V 0.168 1.831 1.189
O 0.428 0.829 2.379
C -2.337 6.270 1.274
O -3.391 6.904 1.334
O -2.048 5.537 2.249
O -2.291 5.632 0.222
O -3.649 0.142 0.709
H -3.938 -0.766 0.804
H -4.399 0.593 0.322
O 4.019 3.816 2.029
H 4.807 4.032 1.529
H 4.245 4.023 2.935
C -1.671 1.817 11.162
C -0.588 0.859 10.736
C -0.964 0.104 9.399
O 0.634 1.544 10.429
H -2.129 2.425 10.382
H -1.560 2.425 12.060
H -2.521 1.177 11.402
H -0.364 0.134 11.519
H -1.901 -0.451 9.436
H -0.311 -0.724 9.123
H -1.017 0.850 8.606
H 0.493 2.239 9.781
C -4.029 -1.124 -7.384
C -4.788 -1.702 -6.114
C -5.113 -3.155 -6.220
O -4.069 -1.515 -4.970
H -4.282 -1.754 -8.237
H -2.946 -0.999 -7.366
H -4.615 -0.243 -7.644
H -5.699 -1.125 -5.955
H -5.507 -3.347 -7.218
H -5.984 -3.382 -5.605
H -4.289 -3.822 -5.967
H -3.295 -0.960 -5.095
C 5.259 -1.429 -5.403
C 6.274 -2.459 -4.869
C 6.521 -3.690 -5.728
O 7.557 -1.918 -4.841
H 5.238 -0.487 -4.855
H 4.342 -2.014 -5.345
H 5.490 -1.196 -6.442
H 6.086 -2.785 -3.846
H 6.501 -3.385 -6.775
H 5.744 -4.399 -5.442
H 7.477 -4.156 -5.487
H 7.670 -1.334 -4.087



24
Properties=species:S:1:pos:R:3 method="wB97M-V/def2-TZVPD" e_above_lowest_kcal_mol=44.1 total_charge=0 smiles=CNCCCN.O.O lumo_ev=0.66 homo_lumo_gap_ev=9.829
C 2.614 0.114 -0.325
N 1.133 0.074 0.179
C 0.267 -0.788 -0.738
C -0.996 -1.221 -0.016
C -2.086 -0.138 -0.297
N -2.492 0.120 -1.725
H 3.002 -0.857 -0.276
H 2.726 0.616 -1.298
H 3.030 0.929 0.326
H 0.777 1.034 0.155
H 0.833 -1.703 -0.945
H 0.024 -0.248 -1.714
H -0.911 -1.274 1.170
H -1.396 -2.206 -0.399
H -1.776 0.888 0.115
H -2.973 -0.513 0.272
H -1.768 0.358 -2.326
H -2.943 -0.689 -2.049
H 1.737 -0.533 2.463
H 1.181 -1.928 2.388
O 1.280 -1.227 2.959
H -1.165 2.948 0.881
H 0.367 3.018 0.796
O -0.465 3.226 0.403



26
Properties=species:S:1:pos:R:3 method="wB97M-V/def2-TZVPD" e_above_lowest_kcal_mol=80.8 total_charge=0 lumo_ev="-0.53 / -0.53" homo_lumo_gap_ev="5.435 / 5.436"
C -0.353 1.984 -0.079
C -2.596 0.787 1.605
C 2.052 -1.290 -0.147
C 2.610 0.068 -0.397
C 0.795 -1.267 0.817
C 1.551 0.911 -1.156
C -0.240 -0.422 0.092
C -1.005 -1.073 -1.101
N 0.233 0.891 -0.401
O -0.826 2.979 0.300
O -1.857 -0.120 -1.673
S -3.953 0.544 0.758
S -2.452 1.565 3.035
H 1.512 -1.672 -1.087
H 2.879 -1.949 0.265
H 2.772 0.685 0.514
H 3.360 0.012 -1.191
H 0.388 -2.313 0.999
H 1.094 -0.864 1.760
H 1.885 1.877 -1.264
H 1.497 0.436 -2.039
H -1.163 -0.199 0.776
H -1.548 -1.883 -0.693
H -0.204 -1.202 -1.845
H -2.668 -0.356 -1.268
H -3.764 1.872 3.418



146
Properties=species:S:1:pos:R:3 method="wB97M-V/def2-TZVPD" total_charge=+1 lumo_ev=-4.27 homo_lumo_gap_ev=6.949
C 1.851 0.213 -1.695
C 0.632 -0.334 -2.065
C -0.634 0.329 -1.948
C -1.681 -0.408 -1.331
N -2.912 -0.024 -1.136
N -3.134 1.208 -1.589
C -2.259 2.024 -2.146
C -0.947 1.642 -2.364
C 0.053 2.563 -2.994
O -0.279 3.906 -2.626
N 0.443 4.194 -1.419
O -0.283 4.419 -0.548
H 2.397 -0.107 -0.817
H 2.343 0.957 -2.320
H 0.615 -1.368 -2.419
H -1.443 -1.402 -0.973
H -4.086 1.538 -1.484
H -2.614 3.018 -2.430
H 0.078 2.504 -4.078
H 1.034 2.342 -2.568
O 1.164 3.911 6.046
C 0.678 4.130 4.972
O 1.404 4.756 4.027
C 0.966 4.838 2.672
C 0.048 6.013 2.419
C -0.767 3.788 4.679
H 0.513 3.893 2.364
H 1.876 4.953 2.082
H -0.872 5.938 2.996
H -0.213 6.064 1.364
H 0.531 6.947 2.707
H -1.403 4.605 5.018
H -1.020 2.887 5.235
H -0.972 3.582 3.631
O -3.200 6.084 3.587
C -3.708 6.212 2.507
O -3.007 6.797 1.519
C -3.428 6.819 0.151
C -4.356 7.981 -0.131
C -5.142 5.810 2.256
H -3.864 5.861 -0.138
H -2.515 6.932 -0.431
H -5.280 7.907 0.444
H -4.611 8.016 -1.191
H -3.878 8.920 0.147
H -5.794 6.633 2.545
H -5.366 4.947 2.879
H -5.349 5.526 1.227
O 0.572 -0.938 2.940
C 0.771 -0.795 4.119
O 0.163 -1.616 4.987
C 0.477 -1.657 6.387
C -0.315 -0.622 7.157
C 1.612 0.341 4.645
H 1.550 -1.568 6.552
H 0.195 -2.652 6.726
H -0.067 0.392 6.840
H -0.119 -0.706 8.225
H -1.383 -0.759 6.985
H 0.986 1.226 4.746
H 2.399 0.547 3.922
H 2.104 0.136 5.592
O -3.073 -4.358 9.852
C -3.260 -4.375 8.670
O -2.659 -3.444 7.899
C -2.650 -3.485 6.471
C -3.889 -2.834 5.892
C -4.216 -5.355 8.032
H -2.507 -4.504 6.106
H -1.773 -2.922 6.165
H -4.795 -3.366 6.183
H -3.836 -2.813 4.803
H -3.984 -1.812 6.260
H -5.225 -4.947 8.079
H -4.182 -6.280 8.602
H -3.974 -5.606 7.001
O 4.210 -0.884 -2.837
C 5.080 -1.378 -2.157
O 5.541 -2.581 -2.478
C 6.700 -3.177 -1.865
C 6.350 -3.908 -0.588
C 5.585 -0.697 -0.907
H 7.483 -2.432 -1.719
H 7.081 -3.885 -2.600
H 5.954 -3.227 0.167
H 7.224 -4.405 -0.175
H 5.584 -4.659 -0.777
H 4.933 -0.958 -0.074
H 5.548 0.379 -1.066
H 6.612 -0.946 -0.653
O -3.935 4.127 -3.059
C -4.177 4.101 -4.250
O -3.688 5.058 -5.019
C -3.742 5.032 -6.460
C -5.047 5.596 -6.979
C -5.090 3.058 -4.845
H -3.543 4.026 -6.834
H -2.912 5.654 -6.789
H -5.902 5.005 -6.658
H -5.043 5.626 -8.067
H -5.200 6.605 -6.603
H -6.121 3.396 -4.748
H -4.969 2.132 -4.286
H -4.880 2.830 -5.886
O 6.899 -6.396 1.292
C 6.513 -7.452 0.863
O 5.721 -7.466 -0.217
C 5.369 -8.678 -0.915
C 4.155 -9.336 -0.295
C 6.827 -8.752 1.563
H 6.219 -9.360 -0.982
H 5.136 -8.370 -1.933
H 4.348 -9.650 0.732
H 3.863 -10.213 -0.874
H 3.315 -8.639 -0.265
H 6.089 -8.919 2.347
H 7.812 -8.662 2.018
H 6.859 -9.614 0.901
O -7.616 6.745 -7.459
C -8.197 7.671 -6.959
O -9.006 8.419 -7.720
C -9.890 9.417 -7.196
C -9.195 10.753 -7.033
C -7.965 8.065 -5.517
H -10.356 9.076 -6.270
H -10.689 9.508 -7.929
H -8.380 10.696 -6.311
H -9.901 11.512 -6.696
H -8.764 11.071 -7.982
H -7.094 8.717 -5.465
H -7.766 7.161 -4.946
H -8.815 8.556 -5.050
O 6.982 -10.765 -2.184
C 8.084 -11.167 -1.921
O 8.582 -10.923 -0.697
C 9.792 -11.511 -0.201
C 11.010 -10.707 -0.602
C 8.947 -11.852 -2.952
H 9.866 -12.556 -0.501
H 9.690 -11.506 0.883
H 11.136 -10.681 -1.684
H 11.910 -11.133 -0.160
H 10.908 -9.675 -0.264
H 9.475 -11.094 -3.530
H 8.297 -12.415 -3.617
H 9.663 -12.555 -2.533



Total energy (computed, eV): -53900.8358 -569601.5089 -6383.3960 -9434.1625 -56978.8330 -11481.0607 -35756.9818 -91296.2654